(1)
Below is a cluster of 4 separate species, CH10N2O3 in total, with properties calculated with ωB97M-V/def2-TZVPD.

The total energy is -10313.3243 eV. The value obtained for the relative energy (zero: lowest compared OMol25 entry of this formula, charge and spin) is 5.3 kJ/mol. The molecular weight is 98.1 g mol⁻¹. As for the HOMO energy (alpha / beta): -15.027 / -15.022 eV. The expectation value of S² is 0.77. Its LUMO energy (alpha / beta) is -0.156 / -0.302 Eh. The total charge is +1. The spin multiplicity is 2.

Atoms and positions in Å:
O1 -0.30 -1.25 -2.24
O2 -1.67 1.27 -0.34
O3 -1.60 -0.62 1.66
N1 1.50 -0.69 1.11
N2 1.05 1.09 -0.30
C1 1.88 0.35 0.36
H1 -0.16 -1.34 -3.20
H2 -1.61 1.94 0.35
H3 -2.07 0.50 0.10
H4 -1.67 -1.02 2.53
H5 2.95 0.53 0.22
H6 -1.19 -1.58 -2.11
H7 2.16 -0.85 1.90
H8 0.06 0.78 -0.34
H9 -0.74 -0.82 1.29
H10 1.42 1.73 -0.99

***

(2)
Below is a cluster of 3 separate species, C4H15N2O2 in total, with properties calculated with ωB97M-V/def2-TZVPD.

The total energy is -11456.8101 eV. The value obtained for the relative energy (zero: lowest compared OMol25 entry of this formula, charge and spin) is 429.1 kJ/mol. The molecular weight is 123.2 g mol⁻¹. As for the HOMO energy: -12.644 eV. Its LUMO energy is -0.265 Eh. The total charge is +1.

Atoms and positions in Å:
O1 3.27 -1.48 1.22
O2 -2.83 2.64 -1.47
N1 1.20 -1.65 -0.92
N2 0.70 -0.27 3.22
C1 0.73 -0.30 -0.51
C2 -2.19 1.44 -1.76
C3 -0.69 -0.14 -0.50
C4 -1.34 1.15 -0.49
H1 4.09 -1.99 1.12
H2 -2.01 1.19 0.37
H3 1.39 -1.61 -1.92
H4 0.45 -2.31 -0.77
H5 0.32 -0.68 2.39
H6 -1.32 -0.95 -0.12
H7 1.18 0.52 -1.09
H8 -0.58 1.93 -0.45
H9 1.66 -0.47 3.42
H10 -2.92 0.66 -1.96
H11 -1.55 1.50 -2.63
H12 2.88 -1.52 0.34
H13 -3.58 2.78 -2.07
H14 1.04 -0.18 0.55
H15 0.13 -0.27 4.04

***

(3)
Below is the molecule C7H9NO2, with properties calculated with ωB97M-V/def2-TZVPD.

The total energy is -12987.6829 eV. The value obtained for the relative energy (zero: lowest compared OMol25 entry of this formula, charge and spin) is 271.3 kJ/mol. The molecular weight is 139.2 g mol⁻¹. As for the HOMO energy: -9.429 eV. Its LUMO energy is 0.014 Eh.

Atoms and positions in Å:
O1 -3.05 -0.10 0.06
O2 0.03 2.86 -0.21
N1 -2.14 0.89 -0.23
C1 1.02 -0.05 1.28
C2 -0.99 0.67 0.32
C3 -0.34 -0.55 0.80
C4 1.30 0.74 -0.01
C5 0.09 1.66 -0.03
C6 0.02 -1.26 -0.54
C7 1.18 -0.41 -1.10
H1 1.08 -0.01 -2.10
H2 1.04 0.67 2.12
H3 0.30 -2.30 -0.36
H4 2.11 -0.99 -1.02
H5 1.78 -0.78 1.51
H6 2.22 1.34 -0.12
H7 -1.04 -1.18 1.38
H8 -3.84 0.23 -0.47
H9 -0.78 -1.43 -1.27

***

(4)
Below is the molecule C8H13BN2O4S, with properties calculated with ωB97M-V/def2-TZVPD.

The total energy is -31188.8874 eV. The value obtained for the relative energy (zero: lowest compared OMol25 entry of this formula, charge and spin) is 106.8 kJ/mol. The molecular weight is 244.1 g mol⁻¹. As for the HOMO energy: -9.050 eV. Its LUMO energy is 0.021 Eh.

Atoms and positions in Å:
S1 -1.49 0.46 0.85
O1 -0.93 -0.69 1.70
O2 3.21 -2.28 1.47
O3 5.13 -1.33 0.36
O4 -1.29 1.80 1.39
N1 -3.21 0.22 0.69
N2 -0.83 0.41 -0.72
C1 3.29 -0.21 -1.59
C2 2.50 0.28 -2.55
C3 0.53 0.10 -1.05
C4 2.82 -0.54 -0.35
C5 1.43 -0.37 -0.08
C6 -3.73 1.17 -0.25
C7 -3.80 0.07 2.00
C8 1.14 0.44 -2.25
B1 3.79 -1.41 0.56
H1 -3.50 0.88 2.67
H2 -3.57 -0.97 2.24
H3 -4.86 0.25 2.03
H4 2.77 0.48 -3.60
H5 2.34 -2.58 1.77
H6 -4.80 1.07 -0.09
H7 -3.58 2.23 -0.02
H8 -1.22 1.34 -1.00
H9 -3.44 0.91 -1.28
H10 0.48 0.93 -2.97
H11 1.07 -0.45 0.93
H12 4.36 -0.15 -1.78
H13 5.38 -2.08 0.92

***

(5)
Below is the molecule C2H3FO2, with properties calculated with ωB97M-V/def2-TZVPD.

The total energy is -8930.8392 eV. The value obtained for the relative energy (zero: lowest compared OMol25 entry of this formula, charge and spin) is 401.0 kJ/mol. The molecular weight is 78.0 g mol⁻¹. As for the HOMO energy: -10.320 eV. Its LUMO energy is 0.033 Eh.

Atoms and positions in Å:
F1 -1.68 -1.22 0.43
O1 -1.77 0.95 -0.42
O2 -0.76 1.53 0.51
C1 0.08 0.40 0.31
C2 -0.99 -0.31 -0.41
H1 -0.99 -0.64 -1.41
H2 0.93 0.59 -0.45
H3 0.61 -0.10 1.21

***

(6)
Below is the molecule C7H13N, with properties calculated with ωB97M-V/def2-TZVPD.

The total energy is -8956.5979 eV. The value obtained for the relative energy (zero: lowest compared OMol25 entry of this formula, charge and spin) is 321.8 kJ/mol. The molecular weight is 111.2 g mol⁻¹. As for the HOMO energy: -7.964 eV. Its LUMO energy is 0.005 Eh.

Atoms and positions in Å:
N1 -1.04 -2.21 1.28
C1 0.49 0.41 -0.52
C2 0.32 -0.23 0.70
C3 -2.13 -0.40 -0.17
C4 0.97 0.15 2.00
C5 0.47 -0.32 -1.84
C6 1.07 1.80 -0.63
C7 -0.82 -1.10 0.71
H1 0.98 2.37 0.30
H2 -0.45 -2.98 0.94
H3 0.07 -1.33 -1.77
H4 0.77 -0.59 2.78
H5 -0.11 0.23 -2.58
H6 0.58 1.11 2.35
H7 2.05 0.24 1.90
H8 0.54 2.36 -1.40
H9 2.13 1.75 -0.91
H10 1.50 -0.39 -2.21
H11 -2.66 -1.25 -0.59
H12 -2.04 0.33 -0.98
H13 -2.70 0.06 0.64

***

> Which of these has the highest total energy?

C2H3FO2

***

> The lowest total energy belongs to which entry?

C8H13BN2O4S